## a
ORCA calculation (ωB97M-V/def2-TZVPD) on one molecule with the formula C4H10N2O2.

* gap between HOMO and LUMO: 8.89 eV
* LUMO energy: 0.692 eV
* E_HOMO: -8.2 eV

ORCA input file:
```
! wB97M-V def2-TZVPD RIJCOSX def2/J DEFGRID3
* xyz 0 1
C 0.37566 -0.34755 0.39007
C 0.43835 -1.72488 0.93556
C 0.83395 2.00102 0.35675
C -1.71234 0.10868 -0.86667
N 0.90779 0.67675 0.96631
N -0.29117 -0.15577 -1.00885
O 1.48344 0.60480 2.09058
O -0.12572 -1.35811 -1.74449
H -0.51309 -2.23059 0.78765
H 1.20398 -2.30788 0.42251
H 0.68092 -1.67249 1.99372
H 1.59726 2.61230 0.83856
H 1.00221 1.93044 -0.71459
H -0.14343 2.44764 0.54143
H -2.09002 0.44875 -1.83246
H -2.26928 -0.78242 -0.56169
H -1.85622 0.89354 -0.12800
H 0.47772 -1.14422 -2.46639
*
```

## b
ORCA calculation (ωB97M-V/def2-TZVPD) on a 2-piece molecular cluster, C4H10N2O2 overall.

* gap between HOMO and LUMO: 9.86 eV
* SMILES: CC(N)=O.CC(N)=O
* LUMO energy: 0.695 eV
* E_HOMO: -9.2 eV

ORCA input file:
```
! wB97M-V def2-TZVPD RIJCOSX def2/J DEFGRID3
* xyz 0 1
C -1.60762 -0.52137 -1.12616
C -3.09267 -0.59932 -0.69103
C 2.09578 0.71719 0.53252
C 2.91817 0.80854 1.80711
H -0.14949 -1.63952 -2.17800
H -1.56310 -2.53834 -1.76490
H -3.09027 0.09866 0.13058
H -3.35781 -1.63940 -0.22960
H -3.75515 -0.46151 -1.54878
H 0.27386 1.22440 -0.21449
H 0.53244 1.73201 1.42681
H 3.49377 -0.11011 1.92881
H 2.30529 0.93118 2.71527
H 3.62773 1.64548 1.73693
N -0.97505 -1.65048 -1.51880
N 0.81908 1.18768 0.63556
O -0.99597 0.55775 -1.13312
O 2.52100 0.25715 -0.50868
*
```

## c
ORCA calculation (ωB97M-V/def2-TZVPD) on one molecule with the formula C4H10N2O2.

* gap between HOMO and LUMO: 10.27 eV
* SMILES: CN(C)[C@H](N)C(=O)O
* LUMO energy: 0.646 eV
* E_HOMO: -9.6 eV

ORCA input file:
```
! wB97M-V def2-TZVPD RIJCOSX def2/J DEFGRID3
* xyz 0 1
C -1.07294 -1.55715 0.53468
C 0.86092 1.48055 -0.29518
C 0.77377 -0.50808 -1.51389
C -0.84156 -0.07341 0.26598
N -1.16285 0.69554 1.50940
N 0.55560 0.09091 -0.18987
O -0.15617 -2.07843 1.43405
O -1.97226 -2.16822 0.03716
H 0.19813 2.05199 -0.86677
H 0.92736 1.82890 0.72264
H 1.86174 1.46167 -0.80927
H 0.47832 0.07421 -2.36354
H 1.77558 -0.65778 -1.57890
H 0.43357 -1.48533 -1.68463
H -1.57826 0.22587 -0.57369
H -0.42768 0.22256 2.09371
H -0.96051 1.72077 1.43594
H 0.30723 -1.32456 1.84218
*
```

## d
ORCA calculation (ωB97M-V/def2-TZVPD) on a 2-piece molecular cluster, C4H10N2O2 overall.

* gap between HOMO and LUMO: 9.03 eV
* SMILES: [H]/N=C(\N)O.C=COC
* LUMO energy: 0.792 eV
* E_HOMO: -8.2 eV

ORCA input file:
```
! wB97M-V def2-TZVPD RIJCOSX def2/J DEFGRID3
* xyz 0 1
C 2.16291 0.11857 -0.58271
C 0.27028 -1.41708 -0.04279
C 1.00608 -2.32341 0.60465
O 0.79343 -0.19560 -0.52737
H -0.62073 -1.73417 -0.57010
H 2.66080 -0.05506 0.37485
H 2.21707 1.17300 -0.85156
H 2.65070 -0.46178 -1.37163
H 1.93925 -2.06940 1.07741
H 0.74913 -3.36627 0.62908
C -1.74424 1.18045 0.36168
N -1.66459 1.26899 -1.01609
O -2.99959 1.58180 0.72738
N -0.81753 1.46797 1.21925
H -2.97969 2.20449 1.46333
H -0.98056 0.66801 -1.45013
H -2.51830 1.17226 -1.54376
H -0.12441 0.78724 1.49851
*
```

Which is most stable? The ranking, best first, is b, c, d, a.

## a
ORCA calculation (ωB97M-V/def2-TZVPD) on one molecule with the formula C4H10N2O2.

* gap between HOMO and LUMO: 9.87 eV
* SMILES: C[C@H](N)C(=O)NCO
* LUMO energy: 0.739 eV
* E_HOMO: -9.1 eV

ORCA input file:
```
! wB97M-V def2-TZVPD RIJCOSX def2/J DEFGRID3
* xyz 0 1
O 1.90775 0.78071 0.38041
C 0.84125 0.20837 0.41121
N 0.18344 0.06450 1.61173
C -1.15477 -0.37209 1.79999
O -2.13793 0.63921 1.48551
C 0.09412 -0.18321 -0.91574
C 1.14669 -1.00771 -1.74249
N -0.17553 1.05937 -1.59056
H 0.72572 0.32769 2.41919
H -1.44103 -1.19533 1.15054
H -1.32692 -0.56969 2.85381
H -1.76712 1.51244 1.29506
H -0.69339 -0.85397 -0.62777
H 2.12052 -0.82955 -1.31812
H 0.92504 -2.05616 -1.55542
H 1.08433 -0.68543 -2.77191
H 0.65673 1.62081 -1.64800
H -0.98891 1.54003 -1.23746
*
```

## b
ORCA calculation (ωB97M-V/def2-TZVPD) on one molecule with the formula C4H10N2O2.

* gap between HOMO and LUMO: 9.68 eV
* SMILES: CNCC(=O)NCO
* LUMO energy: 0.680 eV
* E_HOMO: -9.0 eV

ORCA input file:
```
! wB97M-V def2-TZVPD RIJCOSX def2/J DEFGRID3
* xyz 0 1
O -1.25577 -1.46560 0.50298
C -0.94032 -0.35688 0.15945
N -0.99087 0.66237 1.14589
C -1.01334 2.13721 1.15394
O 0.10313 2.81274 0.51805
C 0.00056 -0.07867 -1.02249
N 0.75080 -1.21422 -1.48228
C 1.41981 -2.06163 -0.51470
H -1.07673 0.28583 2.08396
H -0.74239 2.55998 2.16103
H -1.92749 2.49504 0.68545
H 0.62046 2.17709 0.02235
H 0.78068 0.65995 -0.76752
H -0.68908 0.25674 -1.79782
H 0.18684 -1.82174 -2.10815
H 2.44804 -2.24918 -0.78484
H 1.42569 -1.77408 0.56704
H 0.89996 -3.02493 -0.52234
*
```

## c
ORCA calculation (ωB97M-V/def2-TZVPD) on a 3-piece molecular cluster, C4H10N2O2 overall.

* gap between HOMO and LUMO: 9.67 eV
* SMILES: Cc1cnc[nH]1.O.O
* LUMO energy: 0.551 eV
* E_HOMO: -9.1 eV

ORCA input file:
```
! wB97M-V def2-TZVPD RIJCOSX def2/J DEFGRID3
* xyz 0 1
C -1.62572 0.97054 -0.25157
C -1.13670 -0.38748 0.11014
C -0.35957 -1.27034 -0.57704
N 0.02080 -2.30869 0.27666
C -0.36357 -1.93242 1.45696
N -1.11588 -0.79304 1.44543
H -2.03950 0.89075 -1.26558
H -2.43486 1.33372 0.37158
H -0.80941 1.66978 -0.43434
H -0.18609 -1.35154 -1.63677
H 0.01833 -2.47397 2.30989
H -1.91105 -0.66224 2.04940
H 1.79736 0.03312 -0.20747
H 2.04128 -0.98332 -1.24971
O 2.44951 -0.18841 -0.87709
H 1.54083 1.75482 -0.53726
H 1.97044 3.24121 -0.22445
O 2.14381 2.45752 -0.75875
*
```

Which is most stable? The ranking, best first, is a, c, b.

## a
ORCA calculation (ωB97M-V/def2-TZVPD) on one molecule with the formula C4H9N.

* gap between HOMO and LUMO: 9.02 eV
* SMILES: C=C(C)NC
* LUMO energy: 1.061 eV
* E_HOMO: -8.0 eV

ORCA input file:
```
! wB97M-V def2-TZVPD RIJCOSX def2/J DEFGRID3
* xyz 0 1
C -0.54017 0.69106 1.12951
C -0.24349 0.48470 -0.37404
C -0.66354 1.46547 -1.18065
C 0.96620 -1.55503 0.19238
N 0.32116 -0.68695 -0.81155
H -1.43225 0.17200 1.46091
H -0.63895 1.77390 1.35202
H 0.37746 0.48744 1.68222
H -1.22589 2.34183 -0.87473
H -0.36827 1.48138 -2.22433
H 1.25671 -2.46916 -0.36006
H 0.37730 -1.78048 1.07315
H 1.95996 -1.17471 0.44671
H -0.14624 -1.23146 -1.51154
*
```

## b
ORCA calculation (ωB97M-V/def2-TZVPD) on one molecule with the formula C4H9N.

* gap between HOMO and LUMO: 9.65 eV
* SMILES: C1CCNC1
* LUMO energy: 1.172 eV
* E_HOMO: -8.5 eV

ORCA input file:
```
! wB97M-V def2-TZVPD RIJCOSX def2/J DEFGRID3
* xyz 0 1
N 0.24966 -1.22521 -0.34791
C 0.96757 -0.40812 0.82384
C 0.09072 0.84091 0.97127
C -0.61270 1.06944 -0.38122
C -0.63335 -0.27559 -1.07791
H -0.23716 -1.99847 0.05395
H 1.10763 -1.04360 1.72669
H 1.89335 -0.32461 0.30133
H -0.77800 0.73067 1.66340
H 0.69167 1.58775 1.29085
H -1.60603 1.45525 -0.27974
H -0.08487 1.84427 -0.93379
H -1.49386 -0.83037 -1.40352
H -0.11384 -0.20431 -1.99966
*
```

## c
ORCA calculation (ωB97M-V/def2-TZVPD) on one molecule with the formula C4H9N.

* gap between HOMO and LUMO: 9.00 eV
* SMILES: C=CNCC
* LUMO energy: 1.129 eV
* E_HOMO: -7.9 eV

ORCA input file:
```
! wB97M-V def2-TZVPD RIJCOSX def2/J DEFGRID3
* xyz 0 1
C 2.58145 -0.06268 -0.57461
C 1.35386 -0.62587 -0.42086
N 0.23916 0.16170 -0.31627
C -0.78246 0.04354 0.69392
C -2.18617 0.11854 0.11240
H 3.31278 -0.38351 -1.30124
H 2.62125 0.96860 -0.22218
H 1.23152 -1.64500 -0.05661
H 0.56785 1.09723 -0.53796
H -0.62249 -0.90646 1.21854
H -0.73043 0.72373 1.55218
H -2.31416 1.10261 -0.34634
H -2.34245 -0.59176 -0.69934
H -2.92970 -0.00066 0.89837
*
```

Which is most stable? The ranking, best first, is a, b, c.